No. 1
Density functional theory data (ωB97M-V/def2-TZVPD) for a molecular structure, C23H25AuN7O2.

Values from the calculation:
E_LUMO (spin up / spin down) ... -2.83 / -4.63 eV
2S+1 ... 3
Orbital gap (spin up / spin down) ... 7.69 / 6.59 eV
<S²> ... 2.03
Net charge ... +1

Each line ends with the Mulliken spin population.
Atoms and positions in Å:
Au 0.319 -0.108 -0.924  0.5228
O -2.524 -3.002 -2.063  0.0891
C -2.282 -2.005 -1.424  -0.0229
N -1.498 -0.961 -1.925  0.3957
C -1.568 -0.625 -3.218  0.2011
C -2.640 -1.021 -4.077  0.0696
C -2.629 -0.679 -5.390  0.0109
C -1.552 0.069 -5.924  0.1765
C -0.538 0.531 -5.127  -0.0876
C -0.536 0.242 -3.749  0.2287
N 0.398 0.674 -2.851  0.2164
C 1.366 1.602 -3.143  -0.0407
O 1.480 2.231 -4.173  0.0623
C 2.378 1.830 -2.039  0.0070
C 3.474 2.638 -2.295  0.0055
C 4.397 2.846 -1.285  -0.0053
C 4.194 2.244 -0.052  0.0107
C 3.074 1.452 0.124  -0.0055
N 2.189 1.254 -0.850  0.1127
C -2.810 -1.871 -0.019  -0.0203
C -3.655 -2.877 0.437  -0.0024
C -4.176 -2.775 1.715  0.0005
C -3.835 -1.674 2.484  -0.0006
C -2.995 -0.719 1.933  -0.0002
N -2.490 -0.802 0.706  0.0038
H -3.453 -1.603 -3.672  -0.0075
H -3.443 -0.984 -6.033  0.0042
H -1.536 0.296 -6.982  0.0078
H 0.252 1.131 -5.541  -0.0023
H 3.570 3.081 -3.275  0.0023
H 5.265 3.468 -1.456  -0.0004
H 4.891 2.381 0.763  0.0003
H 2.879 0.958 1.066  0.0031
H -3.886 -3.708 -0.212  0.0003
H -4.840 -3.536 2.101  0.0000
H -4.213 -1.551 3.490  0.0000
H -2.725 0.163 2.506  0.0000
C -0.298 1.875 1.490  -0.0022
N 0.576 1.110 2.365  0.0016
C 1.332 1.919 3.312  -0.0001
C 0.822 -0.207 2.183  -0.0130
N 0.589 -0.802 1.040  0.0736
N 1.382 -0.884 3.232  0.0025
C 0.844 -0.736 4.581  0.0005
C 2.043 -2.155 2.988  0.0002
H -0.900 2.551 2.102  -0.0001
H -0.965 1.217 0.939  0.0026
H 0.281 2.480 0.787  0.0003
H 1.728 2.792 2.789  0.0004
H 2.163 1.354 3.724  -0.0002
H 0.700 2.273 4.129  -0.0001
H 0.616 -1.809 1.109  -0.0016
H 0.137 0.087 4.622  0.0000
H 1.643 -0.555 5.301  0.0002
H 0.320 -1.650 4.870  0.0000
H 1.339 -2.994 2.947  0.0000
H 2.738 -2.343 3.806  0.0000
H 2.611 -2.115 2.061  -0.0001

No. 2
Density functional theory data (ωB97M-V/def2-TZVPD) for C5H9N in the gas phase.

Values from the calculation:
E_LUMO ... 1.15 eV
2S+1 ... 1
Orbital gap ... 10.34 eV
Structure (SMILES) ... C=NC1(C)CC1
Energy relative to the best compared isomer or geometry (same formula, charge and spin) ... 2.607 eV

Each line ends with the natural charge from an NBO analysis.
Atoms and positions in Å:
C -2.257 -0.372 -0.252  -0.0654
N -1.281 -0.446 0.569  -0.3691
C 0.135 -0.022 0.209  0.0823
C 0.842 -1.368 -0.026  -0.6063
C 0.896 1.122 0.884  -0.4297
C 0.500 1.181 -0.589  -0.4538
H -3.072 -0.763 0.190  0.1715
H -2.265 -0.025 -1.209  0.1511
H 0.780 -1.644 -1.051  0.2059
H 0.339 -2.092 0.584  0.2288
H 1.875 -1.333 0.345  0.2106
H 2.043 1.237 0.982  0.2231
H 0.367 1.783 1.590  0.2237
H -0.222 1.851 -1.008  0.2189
H 1.320 0.892 -1.218  0.2084

no.,strongest force on any atom (eV/A),energy (eV)
1,0.43,-42468.7176
2,4.56,-6818.3881